[1]
# C11H14AgNO2S2Se2

C11H14AgNO2S2Se2 as an isolated structure (ωB97M-V with the def2-TZVPD basis set, the OMol25 dataset).

Results
Total energy in hartree: -6378.96315
Frontier orbital gap in eV: 8.02

Positions of all 33 atoms, in Å:
Se: -1.371 1.919 -0.782
C: 3.381 -0.660 -1.648
C: 5.415 -3.672 -2.640
H: -3.509 1.393 -1.939
N: 3.706 0.605 -1.600
C: 6.762 -1.661 -2.639
C: 6.624 -3.027 -2.866
H: -2.727 3.707 -1.941
C: -1.659 3.504 -1.888
H: 3.354 -3.442 -2.029
H: 5.351 -4.735 -2.823
Se: -1.395 -1.674 -0.815
C: 5.650 -0.963 -2.230
S: 5.357 0.783 -1.891
H: -2.952 -3.665 -0.503
H: -1.362 -4.131 -1.156
C: 4.435 -1.596 -2.021
C: -2.618 0.770 -1.818
H: -1.247 3.347 -2.881
O: 5.576 1.575 -3.067
H: -3.660 -1.097 -1.773
S: 1.825 -1.197 -1.307
H: -1.151 4.330 -1.397
C: -2.183 -3.421 -1.231
H: 7.704 -1.158 -2.795
H: -2.161 0.586 -2.792
H: 7.470 -3.591 -3.227
Ag: 1.437 1.295 -1.051
H: -3.472 -0.336 -0.175
H: -2.580 -3.421 -2.244
O: 6.018 1.190 -0.684
C: -2.986 -0.526 -1.133
C: 4.305 -2.964 -2.208

Atomic partial charges in e from the natural (NBO) method, atoms 1 to 5: number 1, Se, carries 0.255; number 2, C, carries 0.089; number 3, C, carries -0.205; number 4, H, carries 0.221; number 5, N, carries -0.844

---

[2]
# C9H8NO2

An isolated ion of composition C9H8NO2 and charge +1 (ωB97M-V with the def2-TZVPD basis set, the OMol25 dataset).

Results
Net charge: +1
Total energy in hartree: -552.63129
Frontier orbital gap in eV: 9.11
Relative energy (zero: lowest compared OMol25 entry of this formula, charge and spin) in kJ/mol: 83.34
SMILES: O=C1c2ccccc2O[C@@H]2[NH2+][C@H]12

Positions of all 20 atoms, in Å:
C: 0.713 -0.660 -0.078
H: 2.497 2.075 1.257
N: 0.481 2.086 0.406
C: -1.617 -2.152 -0.790
C: 0.175 1.445 1.614
H: -0.222 -3.157 -2.104
H: 0.075 2.044 2.570
O: 3.023 -0.238 -0.210
C: -0.332 -2.346 -1.352
H: -2.655 -1.148 0.665
H: 0.092 1.401 -0.305
H: 1.680 -1.815 -1.616
C: 1.742 1.427 0.847
C: -1.698 -1.161 0.189
C: -0.533 -0.439 0.545
H: -2.307 -2.972 -0.986
H: 0.366 3.060 -0.029
C: 1.933 0.083 0.191
O: -0.688 0.432 1.637
C: 0.810 -1.591 -1.109

Atomic partial charges in e from the natural (NBO) method, atoms 1 to 5: number 1, C, carries -0.259; number 2, H, carries 0.277; number 3, N, carries -0.587; number 4, C, carries -0.142; number 5, C, carries 0.291

---

[3]
# C9H16N2O

One molecule with the formula C9H16N2O (ωB97M-V with the def2-TZVPD basis set, the OMol25 dataset).

Results
Total energy in hartree: -537.17927
Frontier orbital gap in eV: 8.85
Relative energy (zero: lowest compared OMol25 entry of this formula, charge and spin) in kJ/mol: 327.19
SMILES: CC(C)=N/C(C)=C\CC/N=C/O

Positions of all 28 atoms, in Å:
C: 0.953 -1.399 -1.909
H: -1.360 -2.511 -1.144
H: 2.029 0.292 2.606
H: 0.292 1.512 -1.212
O: -2.194 2.006 -1.360
N: -2.758 0.332 0.066
H: 1.937 -0.963 -1.680
H: 1.950 2.146 1.836
H: -1.488 1.753 0.657
C: -0.998 -1.883 -0.380
C: 1.364 0.515 0.485
H: -2.714 -2.455 0.543
H: 0.965 -2.504 -2.047
H: 0.947 2.628 0.013
H: -1.364 -2.345 1.807
H: -3.446 -0.613 1.785
H: 0.456 -0.827 -2.730
C: -2.464 -0.480 1.258
H: -1.704 -0.027 1.978
C: -2.072 1.364 -0.145
C: -1.838 -1.846 0.900
H: 3.199 0.926 1.341
H: -2.646 1.445 -2.080
H: 2.207 1.627 -1.136
C: 0.132 -1.230 -0.592
N: 0.884 -0.638 0.377
C: 2.171 1.064 1.678
C: 1.160 1.644 -0.577

Atomic partial charges in e from the natural (NBO) method, atoms 1 to 5: number 1, C, carries -0.651; number 2, H, carries 0.199; number 3, H, carries 0.239; number 4, H, carries 0.237; number 5, O, carries -0.711

---

[4]
# C39H57AgN2O2Si

C39H57AgN2O2Si as an isolated structure (ωB97M-V with the def2-TZVPD basis set, the OMol25 dataset).

Results
Net charge: -2
Total energy in hartree: -2216.80854
Frontier orbital gap in eV: 3.97

Positions of all 102 atoms, in Å:
H: 0.774 2.753 3.117
H: 3.604 -2.450 -3.531
H: -5.905 -1.825 -2.785
C: -5.325 -1.020 -0.451
C: 2.357 -4.030 -1.702
H: -4.595 -2.981 -2.993
C: 5.021 -3.147 1.634
H: 1.527 3.318 -4.736
C: -2.502 2.095 -0.558
C: -1.215 3.030 -2.476
H: -6.963 0.089 1.304
H: -0.462 4.018 3.212
C: 3.311 0.034 4.210
H: -2.087 2.193 3.909
H: 4.870 -2.961 -2.400
C: 3.676 0.894 -4.854
H: -5.032 3.707 1.066
C: 4.384 -2.314 2.543
C: 1.834 -2.004 4.191
C: -4.093 3.188 0.913
Si: 2.651 1.520 -3.372
C: 3.997 -2.310 -2.520
C: 0.725 1.435 0.876
H: -0.131 0.213 2.711
C: 1.783 0.601 0.949
C: -5.002 -0.699 0.863
H: -4.333 2.954 -1.206
H: 4.118 -0.488 4.734
H: -1.320 1.017 -1.970
H: -3.751 2.401 -3.209
C: 3.406 -2.447 -0.054
C: -1.588 1.806 0.530
C: -4.401 -1.640 -1.281
H: -1.608 -2.044 2.292
H: 3.424 2.403 -1.183
H: -1.724 -0.100 3.414
C: -3.153 1.516 -2.961
C: -3.228 2.937 1.965
H: -1.153 -3.064 0.906
H: -2.728 1.146 -3.898
N: -0.473 1.117 0.243
N: 1.799 -0.687 0.438
C: 2.175 3.295 -3.855
O: -0.916 -2.557 -1.440
H: -4.352 -1.285 -3.417
C: 3.859 1.735 -1.931
H: -0.718 -1.363 0.928
H: 3.124 -4.797 -1.551
H: -0.380 3.215 -1.798
H: -3.517 -0.851 2.393
H: 1.542 -4.232 -1.005
H: 1.969 -4.136 -2.720
H: -0.790 2.821 -3.461
C: -0.861 0.570 3.433
H: -1.835 3.932 -2.528
H: -0.411 0.505 4.431
H: 1.646 3.785 -3.035
H: 3.007 0.584 -5.662
H: -6.305 -0.765 -0.840
H: 4.726 -2.301 3.576
H: 4.049 0.786 -1.424
C: 4.482 -3.215 0.354
C: -2.801 -1.698 0.572
H: 4.935 -3.889 -0.368
H: 5.880 -3.743 1.918
H: 1.205 -2.646 3.569
C: -2.077 -2.387 -1.719
H: 0.866 2.470 1.182
H: 3.764 0.819 3.600
H: -5.599 1.097 1.822
C: -4.826 -1.956 -2.698
O: 1.436 0.561 -3.054
H: 4.333 -1.276 -2.439
C: -5.960 0.069 1.732
H: -0.075 3.031 4.632
H: 2.719 1.000 1.351
C: -1.299 2.007 3.168
H: 2.679 0.511 4.966
C: -2.010 2.270 1.838
C: -3.698 2.744 -0.350
H: 4.816 2.156 -2.262
H: 2.103 -1.930 -1.660
C: -3.123 -1.927 -0.774
H: -6.014 -0.358 2.735
H: -2.414 -2.549 -2.756
C: 2.923 -2.624 -1.481
H: 1.688 -0.328 2.903
C: 2.794 -1.508 0.845
H: 4.279 0.027 -4.568
Ag: 0.356 -0.447 -1.445
H: -3.526 3.249 2.965
C: -2.035 1.842 -1.976
C: -3.767 -1.075 1.362
H: 1.206 -1.563 4.972
H: 2.585 -2.639 4.671
H: -3.833 0.770 -2.553
H: 3.079 3.875 -4.074
C: -0.194 3.012 3.541
C: 3.285 -1.543 2.200
C: 2.491 -0.916 3.338
C: -1.501 -2.077 1.208
H: 4.351 1.667 -5.238

Atomic partial charges in e from the Mulliken method, atoms 1 to 5: number 1, H, carries 0.239; number 2, H, carries 0.434; number 3, H, carries 0.381; number 4, C, carries -0.616; number 5, C, carries -1.788

---

[5]
# C6H12OS

One molecule with the formula C6H12OS (ωB97M-V with the def2-TZVPD basis set, the OMol25 dataset).

Results
Total energy in hartree: -709.16730
Frontier orbital gap in eV: 9.42
Relative energy (zero: lowest compared OMol25 entry of this formula, charge and spin) in kJ/mol: 189.23
SMILES: COC1(SC)CCC1

Positions of all 20 atoms, in Å:
C: 0.774 -1.472 -1.723
C: -1.673 0.089 -0.287
S: 0.038 1.962 0.096
O: 0.675 -0.089 -1.292
H: 2.474 2.005 -0.270
H: 1.326 -1.395 -2.700
C: -0.150 -0.710 1.010
H: -0.273 -1.774 -1.933
H: 0.375 -0.407 1.907
H: -1.947 0.294 1.815
H: -2.489 -1.286 1.287
H: 0.159 -1.691 0.864
C: 1.741 2.105 0.558
C: -0.165 0.204 -0.249
C: -1.710 -0.486 1.108
H: 1.367 -2.083 -1.037
H: 1.796 1.300 1.407
H: -2.295 0.994 -0.470
H: 1.902 3.105 0.979
H: -1.925 -0.664 -1.072

Atomic partial charges in e from the natural (NBO) method, atoms 1 to 5: number 1, C, carries -0.265; number 2, C, carries -0.448; number 3, S, carries 0.228; number 4, O, carries -0.544; number 5, H, carries 0.226

---

[6]
# F2HPS

A 2-piece molecular cluster, F2HPS overall (ωB97M-V with the def2-TZVPD basis set, the OMol25 dataset).

Results
Total energy in hartree: -939.81478
Frontier orbital gap (alpha / beta) in eV: 7.26 / 9.04
Relative energy (zero: lowest compared OMol25 entry of this formula, charge and spin) in kJ/mol: 346.93

Positions of all 5 atoms, in Å:
H: -0.684 1.126 2.096
F: 0.812 -1.067 0.492
F: -1.209 -0.759 -0.486
P: 0.095 0.127 -0.196
S: 0.986 0.572 -1.906

Need the natural (NBO) charges? In units of e they are: number 1, H, carries 0.002; number 2, F, carries -0.565; number 3, F, carries -0.569; number 4, P, carries 1.482; number 5, S, carries -0.349